{"formula": "C5H5NOS", "method": "wB97M-V/def2-TZVPD", "elements": ["C", "C", "C", "S", "N", "O", "C", "C", "H", "H", "H", "H", "H"], "coordinates": [[2.55534, -0.90534, -0.96499], [1.31852, -0.48153, -1.01421], [0.12123, 0.29074, -0.61796], [-0.56008, 1.47689, -1.57353], [-0.36510, -0.11995, 0.55032], [-1.45890, 0.51898, 0.94703], [0.17479, -1.13322, 1.41642], [-0.49947, -1.47654, 2.49592], [3.53143, -1.26801, -1.14646], [-1.69366, 1.12461, 0.21238], [0.97051, -1.58054, 0.77364], [-1.33249, -0.73567, 2.75036], [-0.31002, -2.24756, 3.26699]], "multiplicity": 1, "mol_weight_g_mol": 127.2, "homo_ev": -8.67, "homo_lumo_gap_ev": 8.155}


{"formula": "C5H14NO2", "method": "wB97M-V/def2-TZVPD", "elements": ["C", "N", "C", "C", "C", "O", "C", "H", "H", "H", "H", "H", "H", "H", "H", "H", "H", "H", "H", "H", "H", "O"], "coordinates": [[2.74482, -0.84115, 0.61534], [1.98052, -1.19447, -0.58068], [0.57631, -1.47850, -0.26162], [-0.11164, -0.08246, -0.59373], [-1.46665, 0.40244, 0.22099], [-1.17833, 1.65658, 0.51447], [0.12586, -2.66046, -1.13120], [3.88669, -1.08691, 0.57550], [2.36430, -1.26165, 1.63116], [2.70177, 0.21022, 0.84514], [2.33285, -1.95292, -1.02404], [0.36598, -1.70152, 0.84639], [0.55235, 0.75155, -0.10606], [-0.21746, 0.23857, -1.62009], [-2.38252, 0.13892, -0.25217], [-1.43686, -0.15901, 1.09994], [-0.84265, -2.47762, -1.57740], [0.35368, -3.69028, -0.68797], [0.66262, -2.67465, -2.08480], [-2.09471, 2.80034, 1.03648], [-2.18498, 3.92386, 0.16204], [-2.46378, 3.75131, 1.00078]], "multiplicity": 1, "mol_weight_g_mol": 120.2, "homo_ev": -2.90, "total_charge": -1, "homo_lumo_gap_ev": 6.435}


{"formula": "C3H6N2O", "method": "wB97M-V/def2-TZVPD", "elements": ["N", "C", "C", "O", "C", "N", "H", "H", "H", "H", "H", "H"], "coordinates": [[-1.49953, -0.51499, 0.10878], [-0.84290, 0.51636, -0.52942], [1.28343, 0.36894, 0.41778], [1.02168, -0.78887, 1.10028], [1.90639, 0.08064, -0.84970], [2.45230, -0.06226, -1.86638], [-1.92078, -0.27600, 0.99633], [-0.96083, -1.37165, 0.17497], [-0.48955, 0.28185, -1.53174], [-1.36680, 1.47291, -0.46821], [0.24823, 0.98358, 0.18733], [0.94511, -0.54606, 2.03165]], "multiplicity": 1, "mol_weight_g_mol": 86.1, "homo_ev": [-8.15, -8.15], "homo_lumo_gap_ev": [8.386, 8.386]}


{"formula": "C26H62N2O5", "method": "wB97M-V/def2-TZVPD", "elements": ["C", "C", "N", "C", "C", "C", "C", "H", "H", "H", "H", "H", "H", "H", "H", "H", "H", "H", "H", "H", "H", "H", "C", "C", "N", "C", "C", "C", "C", "H", "H", "H", "H", "H", "H", "H", "H", "H", "H", "H", "H", "H", "H", "H", "C", "C", "C", "O", "C", "H", "H", "H", "H", "H", "H", "H", "H", "C", "C", "C", "O", "C", "H", "H", "H", "H", "H", "H", "H", "H", "C", "C", "C", "O", "C", "H", "H", "H", "H", "H", "H", "H", "H", "C", "O", "H", "H", "H", "H", "C", "O", "H", "H", "H", "H"], "coordinates": [[3.32360, -3.78126, -0.80820], [3.70973, -2.96225, 0.49346], [5.18084, -3.01280, 0.81593], [5.92280, -2.03955, 0.03884], [7.47517, -1.99640, 0.52416], [5.75038, -4.34619, 0.81383], [5.06582, -5.36707, 1.73954], [3.59891, -4.83274, -0.72634], [3.77480, -3.36707, -1.70985], [2.24682, -3.67611, -0.94076], [3.36794, -1.93113, 0.40367], [3.02424, -3.25570, 1.28850], [5.87376, -2.54213, -0.92714], [5.38576, -1.09192, 0.07989], [7.94883, -1.13581, 0.05179], [7.53080, -1.79161, 1.59330], [8.01879, -2.92927, 0.37476], [6.78887, -4.29613, 1.14116], [5.74902, -4.66882, -0.22733], [5.69201, -6.24767, 1.88282], [4.12227, -5.67559, 1.28940], [4.89004, -5.01680, 2.75664], [-1.37170, -0.52315, -1.86554], [-0.92737, -0.55184, -0.39944], [-1.06051, 0.71702, 0.29561], [-2.47417, 1.09569, 0.55814], [-2.48642, 2.52705, 1.01250], [-0.09710, 0.84028, 1.37429], [1.28696, 1.20659, 0.80756], [-2.45356, -0.57576, -1.98767], [-0.91470, -1.29963, -2.47899], [-1.08848, 0.45054, -2.26530], [-1.42401, -1.33955, 0.16709], [0.13567, -0.76918, -0.50338], [-3.00114, 1.05967, -0.39533], [-2.99918, 0.44878, 1.26097], [-1.78131, 3.17718, 0.49457], [-3.43377, 3.01271, 0.77849], [-2.45141, 2.65520, 2.09438], [0.03257, -0.17284, 1.75491], [-0.33430, 1.47227, 2.23011], [1.75217, 0.36166, 0.29986], [1.84987, 1.41810, 1.71667], [1.24615, 2.06951, 0.14288], [-5.39899, 3.55723, 6.13635], [-5.09522, 2.57660, 4.98570], [-5.43689, 1.22224, 5.48087], [-6.32204, 1.47297, 6.54195], [-5.96695, 2.70007, 7.26331], [-6.14110, 4.31673, 5.89035], [-4.54087, 4.15433, 6.44491], [-4.15747, 2.69474, 4.44277], [-5.86881, 2.73697, 4.23473], [-4.52974, 0.67519, 5.73760], [-5.68989, 0.56063, 4.65240], [-5.21966, 2.46918, 8.02248], [-6.75601, 3.23916, 7.78757], [-2.51743, -4.61677, -1.89656], [-1.10563, -4.29156, -1.62613], [-0.51049, -5.58941, -1.04211], [-1.57878, -6.33846, -0.56813], [-2.70060, -6.09504, -1.37968], [-2.79887, -4.50065, -2.94318], [-3.16878, -3.90917, -1.38358], [-1.10825, -3.47872, -0.89991], [-0.51498, -4.03004, -2.50410], [0.14953, -5.39952, -0.19570], [0.04261, -6.08865, -1.83768], [-3.60308, -6.22332, -0.78204], [-2.72567, -6.82537, -2.18844], [-0.94690, 3.48782, -4.84291], [0.17234, 2.61879, -5.32276], [-0.50777, 1.72786, -6.38005], [-1.77802, 1.44322, -5.72132], [-2.02421, 2.41214, -4.68365], [-1.37699, 4.32995, -5.38506], [-0.62176, 3.92338, -3.89810], [0.60819, 1.97579, -4.55812], [0.95293, 3.27415, -5.70912], [0.11287, 0.84921, -6.55577], [-0.57930, 2.22408, -7.34791], [-1.87914, 1.90297, -3.73087], [-3.02239, 2.80270, -4.88164], [-0.09643, 5.36830, 1.31736], [1.14733, 5.94574, 1.42716], [-0.02294, 4.32795, 1.00052], [-0.58119, 5.55291, 2.27602], [-0.84185, 5.91927, 0.74389], [1.82282, 5.63745, 0.81866], [1.45617, 4.46337, -2.08641], [2.08178, 5.58471, -1.54489], [1.45346, 4.20821, -3.14612], [1.86503, 3.56252, -1.62880], [0.41350, 4.57004, -1.78716], [3.01077, 5.58184, -1.78690]], "multiplicity": 1, "mol_weight_g_mol": 482.8, "homo_ev": -8.04, "homo_lumo_gap_ev": 8.473}